(1)
F4KN2O8S4 as an isolated structure at a distorted geometry, computed with ωB97M-V with the def2-TZVPD basis set.

XYZ file:
```
19
Properties=species:S:1:pos:R:3
K 1.59580 2.95561 -0.88098
N 0.48932 -0.65586 2.33100
S 0.03622 -2.09281 2.76412
O 0.87297 -2.75699 3.71497
O -0.51062 -2.86546 1.71008
F -1.23872 -1.67342 3.62978
S 1.82656 -0.83395 1.47970
O 1.89252 -1.71340 0.37425
O 2.96805 -0.67221 2.31125
F 1.72622 0.61296 0.71281
N -0.54076 1.38625 -1.29647
S -0.24371 0.19816 -2.44709
O -0.26769 0.53230 -3.82962
O -0.67995 -1.06821 -2.02992
F 1.33157 0.15797 -2.11737
S -2.00989 1.85935 -1.66857
O -3.05008 1.06607 -1.11798
O -2.22041 2.41149 -2.95183
F -1.97740 3.15214 -0.68814
```

Values from the calculation:
F_max in eV Å⁻¹: 2.98
Relative energy (zero: lowest compared OMol25 entry of this formula, charge and spin) in kJ/mol: 145.5
Charge: -1
Highest occupied orbital energy in hartree: -0.2348
LUMO in eV: 0.8

---

(2)
One molecule with the formula C19H19N5O2S at a distorted geometry, computed with ωB97M-V with the def2-TZVPD basis set.

XYZ file:
```
46
Properties=species:S:1:pos:R:3
C -1.43679 -0.76827 -3.41558
C -1.47477 -1.48538 -2.22757
N 0.12550 -1.44757 -1.75846
C 1.11871 -2.48527 -1.81968
S 0.67531 -4.24559 -1.88176
C 1.51391 -4.93150 -0.45797
C 1.26174 -4.11516 0.84726
O 2.45203 -3.74987 1.35187
N 0.21977 -3.36501 0.77719
N -0.01371 -2.21114 1.60832
C 1.04604 -1.46885 1.83170
C 0.69253 -0.00949 2.20702
C -0.62810 0.43894 2.31189
C -0.98687 1.80206 2.41717
C -2.04904 2.55497 2.50419
C -1.79629 3.89679 2.58237
C -0.40149 3.93046 2.75048
O 0.20106 2.71503 2.87094
N 2.04256 -2.15263 -1.28689
N 2.01121 -0.87025 -1.05519
C 0.83361 -0.32289 -1.29834
C 0.55969 0.90986 -0.87103
C 1.49876 1.75794 -0.77923
C 1.18387 3.28897 -0.73864
C 0.07158 3.72386 -0.42830
C -1.15427 2.81193 -0.70585
C -0.67162 1.48414 -1.01588
H -0.92646 -1.16410 -4.14449
H -1.29057 0.32997 -3.22934
H -2.59193 -0.87019 -3.73175
H -1.97697 -1.23048 -1.27886
H -1.58606 -2.42835 -2.18155
H 1.14476 -5.88909 -0.33559
H 2.47992 -5.06896 -1.04048
H -0.51330 -3.85946 0.37774
H 2.23461 -1.84143 1.99060
H 1.61107 0.68336 2.43653
H -1.31061 -0.26598 2.04100
H -3.01362 2.08202 2.34725
H -2.18651 4.76168 2.78806
H 0.09483 4.73696 3.04329
H 2.48566 1.45464 -0.90805
H 2.28495 3.90176 -0.40774
H -0.22875 4.81381 -0.17467
H -1.96840 3.21317 -0.70347
H -1.63758 0.95455 -1.20851
```

Values from the calculation:
F_max in eV Å⁻¹: 18.27
Relative energy (zero: lowest compared OMol25 entry of this formula, charge and spin) in kJ/mol: 1677.9
Charge: 0
SMILES string: CCn1c(SCC(=O)N/N=C/C=C/c2ccco2)nnc1-c1ccccc1
Highest occupied orbital energy in hartree: -0.2888
LUMO in eV: -0.5

---

(3)
C32H27CuI2N6O as an isolated structure, computed with ωB97M-V with the def2-TZVPD basis set.

XYZ file:
```
69
Properties=species:S:1:pos:R:3
Cu -0.88588 0.75571 1.77863
C -1.18418 -3.10765 -0.29778
C -1.56388 -1.98509 0.46081
N -0.69171 -1.18426 1.03190
C 0.64844 -1.44813 0.87866
C 1.11584 -2.53019 0.11689
C 0.14345 -3.37009 -0.47115
C 2.51394 -2.71989 -0.02883
C 3.37126 -1.84145 0.56254
C 2.89894 -0.75784 1.34780
C 1.55576 -0.56416 1.53715
N 0.95066 0.46445 2.27199
C 1.20004 0.74585 3.61240
C 2.34322 0.48488 4.32803
C 2.45701 0.87468 5.68265
C 1.43703 1.49702 6.33805
C 0.22508 1.73934 5.65013
C -0.91949 2.29830 6.26178
C -2.07945 2.43825 5.55532
C -2.11068 2.02837 4.21429
N -1.06485 1.50758 3.60964
C 0.11331 1.36567 4.30082
H -1.94540 -3.73624 -0.74152
H -2.61473 -1.74028 0.59491
H 0.46575 -4.22533 -1.05928
H 2.88321 -3.56736 -0.60057
H 4.44120 -1.96904 0.44043
H 3.60818 -0.06499 1.78269
H 3.17585 -0.01115 3.84860
H 3.38265 0.66755 6.20914
H 1.52613 1.77503 7.38216
H -0.86365 2.60188 7.30189
H -2.96874 2.85873 6.00734
H -3.01210 2.14503 3.61921
I -0.57583 5.15022 2.87053
C -2.56301 5.56631 2.27107
I -3.23405 4.37543 0.64982
H -2.60275 6.59874 1.95639
H -3.21543 5.38112 3.10985
C -0.40703 -4.79104 -4.05587
C -0.10150 -3.33348 -4.31420
C 0.93954 -2.68025 -3.66055
C 1.24348 -1.34791 -3.91722
C 0.49024 -0.63564 -4.84125
N 0.77175 0.72389 -5.18043
C 1.34220 1.68434 -4.38637
O 1.98983 2.61312 -4.80925
N 1.15467 1.49532 -3.00082
C -0.07022 1.35839 -2.33632
C -1.29795 1.07645 -2.93348
C -2.43265 1.00184 -2.13870
C -2.32606 1.17614 -0.77284
N -1.13861 1.40597 -0.19071
C -0.05551 1.50345 -0.95377
C -0.55628 -1.27006 -5.50092
C -0.84169 -2.60251 -5.24261
H 0.21424 -5.19223 -3.25358
H -0.22088 -5.39302 -4.94841
H -1.45544 -4.93640 -3.78324
H 1.55275 -3.23067 -2.94896
H 2.07627 -0.87470 -3.41176
H 0.81855 0.94924 -6.15805
H 1.84714 2.02116 -2.49383
H -1.37259 0.93592 -4.00391
H -3.40151 0.80763 -2.58496
H -3.19798 1.13330 -0.12518
H 0.87982 1.70497 -0.43510
H -1.14719 -0.71550 -6.22768
H -1.65852 -3.08470 -5.77439
```

Values from the calculation:
F_max in eV Å⁻¹: 0.60
Expectation value of S²: 0.758
Charge: +1
2S+1: 2
Highest occupied orbital energy (alpha / beta) in hartree: -0.3776 / -0.3730
LUMO (alpha / beta) in eV: -2.8 / -4.1

---

(4)
A 12-piece molecular cluster, C29H74Br2O16S12 overall at a distorted geometry, computed with ωB97M-V with the def2-TZVPD basis set.

XYZ file:
```
133
Properties=species:S:1:pos:R:3
C 0.40103 -4.48197 5.40517
S 0.79937 -3.97917 3.71168
O -0.02494 -4.68043 2.76786
O 2.18187 -4.28476 3.50107
C 0.39147 -2.22346 3.53527
C -0.67330 -1.84141 2.47405
C -2.04441 -2.33055 2.93270
C -2.79551 -1.31966 3.75814
O -2.33761 -0.54770 4.46063
Br -4.76739 -1.40798 3.63753
O -0.48751 -0.41996 2.42754
C 0.58125 0.04307 3.13848
O 0.68736 1.15037 3.40825
C 1.48312 -1.16299 3.48087
Br 3.00224 -1.41545 2.33544
H -0.18277 -5.39327 5.33205
H 1.35338 -4.67741 5.88797
H -0.11382 -3.69245 5.94461
H -0.11718 -1.98845 4.47911
H -0.39991 -2.14193 1.46674
H -2.62852 -2.67186 2.07903
H -1.92725 -3.21401 3.56018
H 1.75645 -1.00487 4.52232
C 7.57327 1.68042 1.74055
S 5.79369 1.91564 1.65333
O 5.16721 0.93923 2.59646
C 5.59704 1.25830 -0.00195
H 7.91131 1.99819 2.72561
H 7.81213 0.62669 1.59080
H 8.05576 2.29148 0.97810
H 5.96387 0.23143 -0.03629
H 6.14891 1.88021 -0.71577
H 4.53605 1.27535 -0.24927
C 5.72513 0.74096 5.47434
S 5.57290 -0.93900 6.08382
O 4.11873 -1.22859 6.22439
C 6.20440 -0.60735 7.73961
H 5.33865 0.76680 4.44819
H 5.13998 1.41252 6.10637
H 6.77599 1.03832 5.47517
H 5.58900 0.15312 8.22273
H 7.23960 -0.27092 7.67076
H 6.16037 -1.53087 8.31452
C -4.64035 -4.85454 -1.33834
S -3.02537 -4.15605 -0.97568
O -3.08960 -3.59418 0.40858
C -3.15910 -2.78088 -2.11631
H -4.79007 -5.71972 -0.69452
H -5.41449 -4.11189 -1.14153
H -4.66819 -5.16633 -2.38258
H -4.02796 -2.17288 -1.86619
H -3.23979 -3.16222 -3.12992
H -2.25838 -2.17462 -2.02827
C -7.44004 1.39372 -1.30362
S -5.87678 1.01871 -0.50506
O -5.19134 -0.01490 -1.33444
C -6.58530 0.17920 0.91487
H -7.23377 1.89270 -2.24685
H -7.99119 0.47232 -1.49454
H -8.01986 2.05487 -0.66022
H -7.18904 -0.66675 0.58186
H -7.19947 0.88147 1.48075
H -5.77221 -0.18209 1.54836
C 6.41284 6.74317 4.23687
S 6.77279 5.43794 3.05989
O 8.24064 5.17748 3.11968
C 6.46450 6.41996 1.58339
H 6.58277 6.35276 5.24308
H 7.07175 7.59435 4.05473
H 5.36968 7.04382 4.13642
H 7.12052 7.29094 1.57716
H 5.42000 6.73126 1.56886
H 6.67109 5.80046 0.71196
C 0.27350 -3.88475 -5.27416
S -1.47456 -3.50197 -5.44610
O -2.21595 -4.39373 -4.51230
C -1.65454 -4.18939 -7.09742
H 0.59358 -3.57146 -4.28204
H 0.42768 -4.95799 -5.38719
H 0.83911 -3.33851 -6.02943
H -1.37445 -5.23859 -7.09666
H -1.02498 -3.63226 -7.79202
H -2.69754 -4.09222 -7.39428
C 5.32222 0.59111 -4.25546
S 6.88858 1.41238 -3.93025
O 6.83603 1.91388 -2.52907
C 6.59278 2.81978 -5.00957
H 5.27627 -0.30719 -3.64259
H 4.49668 1.25413 -3.99520
H 5.27040 0.31591 -5.30889
H 5.68436 3.33715 -4.70019
H 6.50038 2.47329 -6.03896
H 7.44296 3.49407 -4.92808
C -7.26266 0.20407 -6.48012
S -7.05509 1.13052 -4.95194
O -8.40506 1.59292 -4.53069
C -6.21987 2.53712 -5.70128
H -7.80656 -0.71000 -6.25045
H -7.83011 0.79757 -7.19774
H -6.28267 -0.04756 -6.88621
H -6.85594 2.97820 -6.46954
H -5.27470 2.20839 -6.13367
H -6.02642 3.27109 -4.92136
C -10.36017 4.12996 2.97507
S -10.04966 2.85807 1.74264
O -8.58741 2.57863 1.76055
C -10.37531 3.89767 0.31108
H -10.17302 3.70235 3.95805
H -9.69078 4.97442 2.80991
H -11.39991 4.45099 2.90951
H -9.70507 4.75768 0.32003
H -11.41450 4.22602 0.33146
H -10.19942 3.30679 -0.58629
C 5.30239 4.44957 9.27170
S 6.57408 5.10367 8.18158
O 5.88920 5.58744 6.95015
C 7.31964 3.51720 7.78479
H 4.68436 5.27952 9.60835
H 4.68647 3.73092 8.73024
H 5.77332 3.97385 10.13216
H 6.57244 2.86018 7.34068
H 7.72615 3.07124 8.69309
H 8.12446 3.68959 7.07183
C -3.21259 -6.89452 -10.55714
S -1.47712 -7.15713 -10.16524
O -1.24901 -6.61637 -8.79837
C -0.83666 -5.94532 -11.33040
H -3.80710 -7.53220 -9.90596
H -3.47569 -5.85021 -10.38629
H -3.39418 -7.16611 -11.59711
H -1.25533 -4.96304 -11.10894
H -1.09465 -6.24716 -12.34554
H 0.24600 -5.91325 -11.22519
```

Values from the calculation:
F_max in eV Å⁻¹: 4.59
Charge: 0
Highest occupied orbital energy in hartree: -0.2954
LUMO in eV: 0.2

---

> Number 2 is which compound?

C19H19N5O2S